{"formula": "C53H145N21O23", "method": "wB97M-V/def2-TZVPD", "e_above_lowest_ev": 0.0000, "e_tot_ev": -135695.0671, "homo_energy_ev": -8.359, "lumo_energy_ha": 0.012, "charge": 0, "symbols": ["H", "C", "H", "C", "H", "O", "H", "C", "H", "H", "O", "C", "H", "N", "C", "H", "C", "N", "C", "H", "H", "C", "C", "C", "O", "H", "H", "H", "H", "N", "H", "C", "H", "C", "H", "C", "H", "C", "H", "H", "N", "N", "H", "H", "O", "O", "H", "H", "H", "H", "N", "H", "C", "H", "C", "C", "C", "H", "H", "H", "O", "C", "C", "H", "H", "H", "N", "C", "C", "H", "C", "H", "H", "H", "C", "H", "H", "H", "C", "H", "C", "C", "H", "H", "O", "C", "H", "N", "O", "H", "H", "H", "H", "H", "O", "O", "H", "H", "H", "H", "H", "H", "C", "H", "C", "H", "H", "H", "H", "C", "H", "H", "H", "N", "N", "H", "H", "C", "H", "H", "H", "N", "H", "H", "H", "C", "N", "H", "H", "H", "H", "O", "H", "C", "C", "H", "H", "H", "C", "C", "C", "C", "H", "H", "N", "H", "H", "N", "C", "H", "C", "H", "C", "H", "O", "H", "H", "H", "O", "H", "H", "C", "O", "N", "H", "H", "N", "C", "H", "H", "O", "H", "H", "H", "H", "H", "H", "H", "H", "H", "O", "H", "H", "C", "O", "O", "H", "H", "H", "H", "H", "H", "H", "H", "H", "C", "O", "H", "N", "C", "C", "C", "H", "H", "H", "H", "H", "H", "C", "C", "H", "H", "H", "N", "H", "H", "H", "O", "N", "H", "N", "H", "N", "O", "H", "O", "C", "H", "H", "H", "H", "H", "H", "C", "H", "H", "H", "H", "H", "H", "O", "H"], "coordinates": [[19.9987, 14.7537, 29.5443], [25.2329, 19.2780, 26.4893], [18.5448, 11.6837, 24.9068], [26.1543, 14.4939, 23.6208], [17.3632, 23.0160, 19.1152], [23.0211, 19.4989, 17.3415], [19.4632, 15.8284, 28.2013], [18.7310, 9.4346, 26.3465], [25.3422, 17.5522, 27.6691], [19.5716, 21.0672, 19.5024], [18.8225, 19.9029, 28.1378], [18.3936, 17.5410, 32.1580], [16.9589, 24.2126, 24.5724], [25.7968, 18.3825, 27.3757], [17.6364, 19.8537, 28.4274], [11.6956, 23.2358, 22.5650], [10.2831, 24.0772, 21.4688], [23.4848, 15.2229, 15.6338], [13.4212, 23.4460, 25.9250], [13.5322, 25.2884, 21.2628], [18.1668, 15.4547, 25.0705], [23.0164, 22.8762, 24.8063], [23.1597, 15.5278, 12.1124], [21.3792, 21.2285, 24.2863], [18.8412, 22.6860, 20.5533], [19.1743, 13.7573, 26.1291], [16.0179, 23.6502, 21.3575], [17.9508, 20.8615, 20.1917], [22.4855, 14.9464, 11.4666], [17.1039, 13.8858, 26.0922], [22.8039, 21.9826, 17.4846], [18.3142, 13.1762, 26.4965], [22.0824, 13.7063, 15.4642], [23.2351, 13.7650, 13.6167], [19.8579, 17.7448, 26.8263], [18.9407, 21.2716, 20.3861], [16.3461, 18.8889, 29.6358], [23.5898, 16.9727, 23.4282], [12.3749, 17.0478, 31.2562], [22.1865, 18.7193, 19.3464], [20.0066, 14.8204, 23.0896], [22.3693, 19.7063, 19.4617], [17.4995, 19.6137, 24.5526], [23.8441, 17.7158, 24.1618], [24.1257, 15.7255, 23.6331], [12.8121, 23.7035, 24.6888], [19.3023, 17.4402, 19.8967], [19.1049, 16.9697, 21.6063], [9.8542, 21.4025, 18.6847], [19.2391, 8.7663, 27.0158], [25.5532, 13.3473, 24.2877], [18.5844, 17.7207, 33.2163], [14.4646, 21.2080, 21.3100], [21.9719, 20.1971, 20.2539], [18.4149, 23.2984, 19.3840], [10.7643, 21.2512, 19.2703], [14.9476, 23.6517, 21.1986], [18.8451, 20.9918, 22.5505], [25.4251, 11.4592, 26.1707], [23.2522, 14.0713, 28.9084], [24.2743, 16.3114, 28.6633], [17.4022, 15.2872, 25.8522], [9.7711, 22.9605, 20.6188], [15.0291, 14.0228, 24.3810], [14.7263, 23.6732, 20.1219], [22.7707, 20.7260, 30.5205], [22.8055, 14.5674, 28.1338], [19.4892, 20.6959, 21.6823], [19.4155, 16.6093, 31.4664], [27.2073, 14.5140, 23.7188], [19.8741, 15.8008, 29.2195], [25.8961, 16.5526, 23.1507], [20.9787, 22.0664, 22.0162], [21.9872, 20.7834, 25.0679], [15.7517, 20.7048, 21.8910], [11.9038, 25.3208, 25.4820], [25.7114, 21.0382, 25.6439], [16.4961, 21.4799, 21.7163], [14.7942, 19.8689, 23.9623], [16.9279, 21.6086, 27.5463], [22.5317, 14.4964, 14.8411], [25.5000, 13.4788, 25.7539], [24.9935, 14.3982, 26.0563], [21.9695, 16.3334, 16.7203], [18.9543, 10.7879, 26.7778], [10.9999, 24.8813, 23.5605], [23.0416, 22.4915, 25.8513], [14.2381, 22.5574, 21.7826], [23.9724, 14.7541, 12.9365], [18.5223, 24.3793, 19.4829], [14.6423, 21.2238, 20.2179], [14.2247, 27.0744, 20.2742], [23.8716, 14.8910, 18.6288], [22.2831, 14.1436, 20.4843], [14.3647, 17.1129, 31.0319], [18.9443, 16.4968, 30.0901], [23.1230, 23.9427, 24.7849], [8.9572, 22.4046, 21.0436], [15.7361, 20.6276, 28.1911], [9.4554, 24.7967, 21.6215], [22.5542, 13.2718, 12.9334], [9.3105, 23.4558, 19.7556], [22.7338, 11.3001, 26.7284], [20.1847, 19.1477, 29.4222], [21.5851, 20.4344, 23.0150], [16.1116, 17.6268, 33.7322], [15.8290, 16.6940, 21.4014], [23.0049, 10.3624, 26.2928], [14.5843, 15.8333, 32.6292], [22.8385, 20.2195, 18.3393], [26.8348, 20.6228, 26.8410], [21.8029, 19.0432, 28.1886], [18.4781, 19.8763, 26.0170], [17.1332, 16.8054, 32.1279], [23.0417, 21.5840, 18.3819], [23.1074, 17.4378, 26.4556], [21.0906, 19.4643, 23.1556], [14.4667, 24.9970, 21.7636], [12.6652, 23.0867, 26.6143], [18.2125, 24.3075, 26.5449], [19.4813, 19.6049, 21.5638], [16.7474, 17.0384, 21.6393], [15.3484, 15.7913, 25.9998], [23.8453, 22.4024, 24.2646], [22.5003, 14.0182, 17.9134], [18.8330, 24.0286, 25.6742], [17.1606, 18.6931, 29.0968], [20.8736, 16.2770, 29.2453], [19.2780, 15.6551, 31.9600], [12.9173, 16.9901, 29.6268], [16.9661, 16.4863, 31.1905], [17.3720, 22.2382, 25.2871], [14.3665, 24.9788, 22.8426], [18.1911, 11.7182, 25.9626], [24.8820, 12.3704, 26.4413], [22.5522, 22.0753, 19.1027], [22.2282, 21.3085, 29.0026], [17.0729, 16.7155, 22.5422], [22.9580, 15.8989, 16.8531], [18.9302, 18.1147, 24.9420], [22.7730, 20.4486, 29.4473], [22.0803, 19.1432, 29.2461], [10.0016, 25.3425, 23.8538], [11.0080, 24.6367, 20.8523], [25.9096, 20.4858, 26.4372], [23.9636, 15.9212, 15.1102], [19.1572, 23.0144, 18.6405], [18.2080, 19.2864, 25.2416], [11.6262, 24.4760, 24.9151], [13.9124, 17.4280, 32.9901], [22.9137, 15.0377, 18.1138], [14.3776, 22.6025, 22.7927], [25.5063, 15.8431, 23.9150], [21.7108, 15.1536, 14.5286], [21.7088, 22.6040, 24.2377], [22.4616, 14.0728, 27.3227], [16.4703, 13.8932, 26.9209], [22.0429, 12.7878, 24.7345], [20.8793, 15.0323, 25.1781], [22.7635, 18.3039, 29.4674], [20.4193, 17.0003, 31.5031], [23.3704, 15.8792, 27.9432], [24.1811, 19.0207, 25.8830], [18.8047, 16.9359, 20.6237], [19.6299, 15.7532, 23.3103], [20.3279, 21.2400, 24.6302], [20.9157, 21.0511, 21.8336], [15.2585, 26.6619, 20.3127], [14.1616, 22.6305, 25.8341], [24.8389, 12.5158, 27.5194], [20.8973, 19.0639, 30.0629], [22.9468, 11.2890, 27.8021], [16.4388, 17.1500, 25.4259], [19.3778, 24.8647, 25.1937], [17.6602, 9.1692, 26.3829], [23.9373, 13.0870, 14.0704], [14.7270, 18.8773, 23.4929], [22.4890, 16.9015, 23.3817], [23.3924, 15.4575, 20.8349], [24.6000, 13.2982, 23.9349], [10.9311, 22.2231, 20.2976], [26.0535, 14.2719, 22.5562], [14.9646, 14.7484, 22.7266], [17.7803, 23.5122, 24.6789], [23.4678, 12.3224, 26.0575], [22.0444, 15.6313, 19.1083], [13.1038, 15.5310, 30.6589], [15.2296, 19.7943, 25.0091], [13.8602, 24.4000, 26.2484], [19.5886, 23.2711, 25.9328], [18.9936, 9.1789, 25.3248], [21.2902, 12.4402, 23.2858], [10.9688, 23.8077, 25.4480], [10.6274, 20.2424, 19.7604], [21.5902, 15.6473, 21.0378], [20.8256, 14.3675, 24.1387], [18.7661, 17.5925, 23.8177], [25.6664, 16.2364, 24.9325], [16.7140, 20.8909, 28.2348], [15.9707, 17.5446, 32.6810], [14.6544, 16.9042, 32.3795], [17.4111, 17.0918, 20.4765], [17.8302, 18.0511, 29.5876], [11.6466, 25.5994, 22.9941], [26.5372, 18.6013, 27.9953], [22.1861, 16.0121, 26.2565], [21.6916, 11.5004, 26.6613], [18.1984, 23.3029, 23.7173], [22.4063, 15.2284, 20.4112], [15.5924, 14.5497, 23.5921], [15.9144, 27.5340, 20.3134], [15.8902, 18.5537, 32.2774], [13.7954, 20.3039, 24.0595], [22.8598, 16.5183, 26.8168], [18.4482, 13.1467, 27.5918], [16.0407, 19.7243, 21.4878], [23.8629, 16.0982, 11.5181], [16.8540, 17.2426, 19.3905], [21.3773, 13.0837, 24.0668], [23.7809, 20.4121, 29.0427], [10.7907, 23.6587, 22.7675], [24.0226, 17.3044, 22.4674], [19.8568, 17.5198, 25.8556], [15.4844, 26.0153, 21.5759], [17.1564, 11.3643, 25.9290], [15.9403, 15.8884, 23.9582], [16.2016, 16.0680, 25.3506], [20.3678, 16.6890, 25.5493], [23.6007, 16.7651, 17.1062], [17.9410, 15.7786, 26.7070], [19.9393, 14.4839, 22.1640], [26.5588, 13.5194, 26.0529], [22.6774, 20.2636, 22.8331], [13.1754, 16.6104, 30.6282], [22.4334, 16.1263, 12.7029], [13.5748, 20.6073, 21.4803], [16.7948, 21.7585, 24.6265], [18.4184, 18.5043, 31.6431], [15.3999, 26.0575, 19.3900], [11.6372, 21.2136, 18.6454], [15.7084, 20.7363, 23.3167], [16.4463, 13.8926, 23.4293]], "mulliken_charge": [0.418, 0.231, 0.297, -1.509, 0.227, -0.667, -0.317, -0.852, -0.019, 0.790, -0.540, -0.962, 0.282, -0.242, 0.780, 0.267, -0.542, -0.250, -0.675, -0.067, -0.847, -0.727, -0.652, 0.530, -0.306, -1.193, 0.141, 0.180, 0.300, 0.070, 0.251, 1.139, 0.321, -0.603, -0.236, -0.824, 0.212, -0.790, 0.346, 0.058, 0.179, -0.224, -0.850, 0.209, 0.491, 0.001, 0.164, -0.293, 0.433, 0.282, -0.351, 0.534, -1.060, 0.243, -0.753, -0.905, -0.542, -0.483, 0.412, 0.305, -0.867, 1.326, -0.732, 0.396, 0.369, 0.367, 0.051, 1.196, -0.641, 0.466, -0.206, 0.629, 0.399, 0.594, 0.904, 0.513, 0.220, -0.741, -0.992, 0.092, -0.529, 0.240, -0.243, 0.269, -0.328, -0.312, 0.272, 0.614, -0.365, 0.241, 0.527, 0.283, 0.290, 0.444, -0.134, -0.291, 0.341, 0.385, 0.254, 0.470, 0.378, 0.442, -0.893, 0.180, 0.303, 0.398, 0.174, 0.281, 0.391, 0.529, 0.182, -0.229, -0.429, -0.284, -0.558, -0.794, -0.952, 0.096, 0.400, 0.401, -0.516, 0.213, 0.639, 0.232, 0.157, -1.411, -0.086, 0.152, 0.476, 0.219, 0.279, 0.090, 0.089, -0.842, -1.036, 0.275, 0.220, -0.014, -0.573, -0.553, -1.434, 0.769, 0.370, 0.148, -0.463, 0.294, 0.340, 1.451, -0.952, 0.494, -0.387, -0.377, -0.361, 0.315, -0.400, -0.282, 0.340, -0.137, 0.282, 0.141, 0.419, 0.079, -0.530, -0.008, -0.749, -0.667, -0.078, -0.683, -0.104, 0.437, -0.399, 0.387, -0.162, 0.401, 0.343, 0.341, 0.377, -0.266, 0.403, 0.303, -0.163, 0.437, 0.317, 0.285, -0.290, -0.238, 0.327, 0.098, 0.344, 0.118, 0.329, 0.225, 0.421, 0.265, -0.289, -0.287, 0.776, 0.080, -0.450, -0.615, -0.801, 0.380, -0.242, 0.189, 0.196, -1.206, 0.277, -0.054, -0.390, -0.923, 0.323, 0.298, 0.194, 2.860, 0.253, -0.353, 0.237, -0.775, 0.053, 0.350, -0.394, 0.702, 1.419, -0.480, 0.556, -0.302, -0.424, -0.752, 0.283, -0.827, 0.339, 0.431, 0.242, -0.867, 0.256, 0.224, -0.169, 0.386, 0.251, 0.224, 0.567, 0.175]}